9
Properties=species:S:1:pos:R:3:forces:R:3 method="wB97M-V/def2-TZVPD" lumo_energy_ev=0.9274 homo_lumo_gap_ev=11.20 smiles="[H]/N=C/NC=O" e_homo_ev=-10.3 multiplicity=1
H 1.261212 2.076211 0.949537 0.0 0.0 0.1
N 0.382150 1.644515 0.674846 0.2 -0.4 0.2
C 0.493456 0.384516 0.653635 0.0 0.3 0.1
N -0.622637 -0.397334 0.293151 -0.2 0.2 -0.2
C -0.507940 -1.052935 -0.930694 -0.1 -0.1 -0.3
O -1.335203 -0.963289 -1.801635 0.2 -0.3 0.3
H 1.396846 -0.185946 0.890224 -0.1 0.1 -0.2
H -1.474583 0.159285 0.297455 0.1 0.1 0.0
H 0.406700 -1.665023 -1.026520 0.0 0.1 0.0